# 1
The following is a DFT calculation (the ωB97M-V functional and the def2-TZVPD basis) of C58H43N6O6S2Ti as an isolated structure.

The energy above the lowest of the compared OMol25 structures with the same formula, charge and spin is 29.7 kcal/mol. The total energy is -4661.6905 Ha. The charge is +1. The calculation puts the HOMO energy at -9.873 eV. The max |F| is 2.63 eV Å⁻¹. For the HOMO-LUMO gap, the calculation gives 6.7 eV.

CARTESIAN COORDINATES (ANGSTROEM)
Ti 0.91733 -1.06508 -1.94163
O 1.57680 2.76723 -3.24451
C 1.13289 1.68769 -2.89172
N 1.76991 0.64014 -2.32899
C 3.16559 0.56620 -2.31468
C 4.05953 1.58157 -2.64146
C 5.41663 1.30307 -2.66452
C 5.88345 0.02747 -2.38662
C 5.00591 -0.98724 -2.03564
C 3.64269 -0.71918 -1.97413
N 2.68326 -1.61787 -1.50280
C 2.71612 -2.92609 -1.88709
O 3.10298 -3.31770 -2.98211
C 2.22615 -3.87071 -0.83344
C 2.36363 -5.24545 -1.00938
C 2.02792 -6.08594 0.03850
C 1.60634 -5.51894 1.22957
C 1.51954 -4.13620 1.30798
N 1.79893 -3.32218 0.30528
C -0.31399 1.34774 -3.11763
C -1.12097 2.20209 -3.86108
C -2.41777 1.81358 -4.13577
C -2.87069 0.60041 -3.62849
C -2.00582 -0.18028 -2.87968
N -0.74179 0.17336 -2.64297
H 3.69698 2.56336 -2.89929
H 6.10530 2.09402 -2.91614
H 6.94149 -0.18009 -2.43110
H 5.36830 -1.97929 -1.80259
H 2.74597 -5.62300 -1.94575
H 2.11916 -7.15719 -0.06019
H 1.37457 -6.12970 2.08782
H 1.25009 -3.66816 2.24726
H -0.69175 3.12839 -4.20696
H -3.06869 2.43050 -4.73452
H -3.87792 0.26288 -3.81744
H -2.31996 -1.12902 -2.45127
C -5.07994 -3.27285 3.49892
C -4.05210 -2.64589 2.61449
C -2.72262 -3.05723 2.63735
C -1.76066 -2.40459 1.88581
C -2.13840 -1.34545 1.08134
C -3.47230 -0.97405 0.97692
C -4.41910 -1.61714 1.74860
S -0.98510 -0.19507 0.31527
O 0.18510 -0.95492 -0.27685
C -0.22104 0.35307 1.84743
C 0.98992 -0.23953 2.23012
C 1.63049 0.21970 3.34412
C 1.11392 1.30801 4.08034
C 1.77159 1.81331 5.22045
C 1.25677 2.87717 5.90843
C 0.07986 3.50372 5.47016
C -0.58031 3.04335 4.36546
C -0.09968 1.91879 3.66327
C -0.78802 1.39335 2.53683
C -2.09526 1.93458 2.11950
C -3.22176 1.79950 2.98479
C -3.16293 1.07406 4.19533
C -4.25544 0.98503 5.01440
C -5.46526 1.60380 4.66043
C -5.56273 2.29280 3.48484
C -4.45647 2.39853 2.61616
C -4.54838 3.09470 1.39379
C -3.47501 3.15769 0.55556
C -2.24796 2.58898 0.92046
S -0.97739 2.62471 -0.40483
O -1.46485 3.67249 -1.30957
C 0.45569 3.31091 0.46587
C 1.61936 2.56047 0.40116
C 2.81623 3.12043 0.80371
C 2.86625 4.43247 1.26545
C 4.18921 5.06975 1.55537
C 1.67509 5.14455 1.38605
C 0.47175 4.59211 0.98362
H -4.67093 -4.11168 4.05478
H -5.92587 -3.61991 2.90821
H -5.45383 -2.53299 4.20626
H -2.42706 -3.87795 3.27499
H -0.72608 -2.70581 1.91830
H -3.74782 -0.16931 0.31094
H -5.44977 -1.30361 1.70055
H 1.39985 -1.03755 1.62457
H 2.55048 -0.24082 3.66789
H 2.68958 1.34290 5.53973
H 1.75519 3.24074 6.79340
H -0.29751 4.36188 6.00445
H -1.47336 3.53842 4.01449
H -2.24133 0.58587 4.47528
H -4.19346 0.43744 5.94448
H -6.31412 1.53824 5.32529
H -6.48960 2.76958 3.20046
H -5.47962 3.56436 1.12279
H -3.52008 3.66399 -0.39504
H 1.59500 1.55145 0.00141
H 3.72643 2.54372 0.72188
H 4.94583 4.31828 1.77076
H 4.12888 5.76981 2.38497
H 4.51578 5.62530 0.67498
H 1.69397 6.15497 1.76709
H -0.44282 5.16375 1.02644
O -0.24382 -2.60155 -2.09348
N -0.16279 -3.22300 -3.22590
N 0.56543 -2.62667 -4.05971
O 1.11891 -1.48602 -3.74799
C 0.79114 -3.18045 -5.32739
C -0.05041 -4.18408 -5.79984
C 0.21108 -4.74155 -7.03601
C 1.30142 -4.30829 -7.77938
C 2.12364 -3.29744 -7.30261
C 1.87026 -2.72138 -6.07104
H -0.88223 -4.51663 -5.19919
H -0.43817 -5.51535 -7.41679
H 1.51595 -4.76950 -8.73050
H 2.96814 -2.95674 -7.88084
H 2.50708 -1.95413 -5.65604

These are the natural (NBO) partial charges, in e, on atoms 1 to 8:
1 Ti 1.659
2 O -0.566
3 C 0.643
4 N -0.703
5 C 0.084
6 C -0.222
7 C -0.213
8 C -0.208



# 2
The following is a DFT calculation (the ωB97M-V functional and the def2-TZVPD basis) of one molecule with the formula C19H24ClN3O5S.

The energy above the lowest of the compared OMol25 structures with the same formula, charge and spin is 36.8 kcal/mol. The SMILES is Cc1oc(-c2ccccc2Cl)nc1CS(=O)(=O)CC(=O)NCCN1CCOCC1. The total energy is -2137.2584 Ha. The calculation puts the HOMO energy at -8.377 eV. The max |F| is 1.35 eV Å⁻¹. For the HOMO-LUMO gap, the calculation gives 8.9 eV.

CARTESIAN COORDINATES (ANGSTROEM)
C -0.08420 -0.27122 2.72601
C 1.07065 -0.69717 1.89935
O 2.01356 0.19451 1.53093
C 2.92146 -0.49647 0.81847
C 4.08314 0.12185 0.21964
C 5.08212 -0.71747 -0.28083
C 6.20973 -0.20035 -0.88183
C 6.36166 1.17336 -0.99962
C 5.38042 2.02140 -0.52108
C 4.24631 1.50220 0.08432
Cl 3.04786 2.60376 0.63758
N 2.63026 -1.76573 0.73042
C 1.45055 -1.91740 1.40111
C 0.71133 -3.18723 1.38003
S -0.48961 -3.04299 0.00022
O -1.46656 -2.04344 0.36737
O -1.00348 -4.34417 -0.32819
C 0.46900 -2.43747 -1.44190
C 0.46212 -0.92388 -1.54612
O 1.47971 -0.26301 -1.50068
N -0.76547 -0.40738 -1.75503
C -0.99345 1.02206 -1.70042
C -1.61725 1.46388 -0.37176
N -3.06290 1.60266 -0.43791
C -3.74547 0.34224 -0.69923
C -5.25594 0.58071 -0.75246
O -5.74328 1.16004 0.43305
C -5.08425 2.37792 0.68096
C -3.57498 2.17560 0.79745
H -0.14754 0.81385 2.72940
H 0.03141 -0.61787 3.75351
H -0.99988 -0.69728 2.31903
H 4.93707 -1.78083 -0.18043
H 6.97173 -0.86393 -1.26083
H 7.24171 1.58633 -1.46867
H 5.48336 3.09111 -0.61620
H 1.35134 -4.03311 1.15314
H 0.12012 -3.36127 2.27415
H 1.48684 -2.79923 -1.32238
H -0.00654 -2.90156 -2.30219
H -1.55694 -0.99924 -1.54554
H -0.01369 1.48751 -1.82427
H -1.63956 1.32122 -2.52902
H -1.31634 0.74294 0.40590
H -1.21855 2.44505 -0.10250
H -3.43313 -0.03757 -1.67335
H -3.51208 -0.41068 0.07276
H -5.78643 -0.36520 -0.87352
H -5.48268 1.24042 -1.60474
H -5.49437 2.76676 1.61460
H -5.29043 3.08744 -0.13480
H -3.09123 3.14045 0.96568
H -3.36724 1.51790 1.66045

These are the natural (NBO) partial charges, in e, on atoms 1 to 8:
1 C -0.680
2 C 0.298
3 O -0.388
4 C 0.508
5 C -0.150
6 C -0.097
7 C -0.236
8 C -0.187



# 3
The following is a DFT calculation (the ωB97M-V functional and the def2-TZVPD basis) of a 14-piece molecular cluster, C18H64N12O14 overall.

The energy above the lowest of the compared OMol25 structures with the same formula, charge and spin is 238.1 kcal/mol. The total energy is -2434.4580 Ha. The calculation puts the HOMO energy at -8.532 eV. The max |F| is 10.32 eV Å⁻¹. For the HOMO-LUMO gap, the calculation gives 8.5 eV.

CARTESIAN COORDINATES (ANGSTROEM)
C 3.28069 -2.44929 1.70637
C 3.17669 -1.68429 3.00237
O 4.19469 -0.70229 3.26637
H 3.17869 -1.77229 0.85337
H 2.49269 -3.25929 1.68337
H 4.25269 -3.00829 1.72537
H 3.15969 -2.41029 3.75937
H 2.25069 -1.13229 2.90737
H 4.11669 -0.32829 4.15537
C -3.67631 -1.67929 -1.60863
C -3.32431 -1.18429 -2.98763
O -4.31231 -0.29229 -3.35563
H -3.18131 -2.50829 -1.17963
H -4.67231 -2.08029 -1.63463
H -3.57431 -0.87229 -0.88363
H -3.27631 -1.96129 -3.70363
H -2.36431 -0.68129 -2.95663
H -4.06231 0.52171 -2.88863
C 0.25169 0.91771 -3.71163
C 1.61969 0.46871 -3.20663
O 1.82069 -0.96429 -3.14963
H 0.00269 0.74671 -4.69063
H 0.18269 1.98371 -3.51763
H -0.59931 0.44171 -3.18963
H 1.71869 0.77871 -2.20463
H 2.41269 0.94071 -3.82163
H 2.75969 -1.11429 -2.99463
C 0.99169 5.18771 -1.06163
C 1.01569 3.81471 -1.68763
O 1.94169 2.91971 -1.06263
H 1.01969 5.16271 -0.00763
H 0.24869 5.86171 -1.39163
H 1.94469 5.54871 -1.33563
H 1.09469 3.89071 -2.80963
H -0.03931 3.50871 -1.49763
H 1.64269 2.52871 -0.30763
C -3.33731 1.28671 3.24137
O -3.38031 2.48971 3.85837
N -2.68231 0.98971 2.18237
N -3.76831 0.19871 3.73737
H -2.02831 1.70871 1.84137
H -3.20531 0.64271 1.33937
H -4.30231 0.37671 4.56137
H -3.94231 -0.65129 3.21437
C -0.71131 -1.65429 3.65437
O 0.27969 -2.66929 3.65937
N -1.23231 -1.14829 2.53137
N -1.22031 -1.08029 4.68537
H -1.87931 -0.28229 2.39837
H -0.83131 -1.55229 1.64737
H -0.59831 -0.92429 5.43937
H -1.86931 -0.27129 4.56037
C -0.88931 3.77471 1.08437
O -1.73931 4.59171 0.39137
N -0.79131 2.44871 0.84137
N -0.05931 4.17771 2.03037
H -1.21031 2.12971 -0.03063
H -0.15331 1.78771 1.35137
H 0.21369 5.18671 2.10337
H 0.69269 3.50471 2.46837
C 3.93969 0.85671 0.13537
O 2.63969 0.65071 0.50337
N 4.24569 1.50971 -0.97563
N 5.02569 0.23371 0.59837
H 3.49169 2.17971 -1.22263
H 5.18969 1.92171 -1.16963
H 4.95269 -0.13229 1.56737
H 5.92169 0.37171 0.19937
C -3.10031 2.03871 -1.92263
O -1.91631 1.76571 -1.33263
N -3.14731 2.46971 -3.12563
N -4.29131 1.79371 -1.43363
H -2.27331 2.67571 -3.64763
H -4.03031 2.56671 -3.71363
H -4.42931 1.31471 -0.56363
H -5.15731 2.21071 -1.80863
C 0.66369 1.65271 3.43137
O -0.38131 1.65071 4.37737
N 1.58969 2.60171 3.33237
N 0.68769 0.82471 2.43337
H 1.71469 3.27071 4.16537
H 2.36969 2.37571 2.73437
H 0.02069 0.01571 2.46137
H 1.47269 0.67371 1.80537
C 2.43469 -4.07029 -2.14763
O 2.71769 -3.33129 -0.96863
H 3.19069 -4.82729 -2.32463
H 2.29069 -3.45129 -3.02263
H 1.45669 -4.62329 -2.11463
H 3.60369 -2.97329 -0.95363
C -0.78731 -3.39929 -2.87463
O -0.48931 -2.29629 -3.67863
H -0.45331 -3.30329 -1.82063
H -0.35331 -4.31629 -3.26563
H -1.88031 -3.49329 -2.86963
H 0.28369 -1.91329 -3.33263
C -0.65531 -5.00229 0.56637
O -1.75131 -4.96929 -0.38863
H -0.63931 -5.94629 0.96837
H -0.87831 -4.21729 1.36237
H 0.39769 -4.77929 0.13337
H -1.66931 -5.78129 -0.82263
C -0.34231 -0.54329 -0.31563
O -0.05431 -1.85029 0.09937
H -1.38431 -0.19229 -0.06963
H -0.41031 -0.71629 -1.39463
H 0.39169 0.32271 -0.22963
H 0.73969 -2.01929 -0.36863

These are the Mulliken partial charges, in e, on atoms 1 to 8:
1 C -0.170
2 C -0.087
3 O -0.660
4 H -0.572
5 H 0.272
6 H 0.371
7 H 0.601
8 H -0.201



- The highest max |F| belongs to which entry?
  C18H64N12O14



- Which formula does entry 1 have?
  C58H43N6O6S2Ti